Record 1
Computed, not measured: 7 unconnected molecules or ions with the total composition C57H59BF7NO7PS in a non-equilibrium geometry, with wB97M-V/def2-TZVPD.

CARTESIAN COORDINATES (ANGSTROEM)
C 7.8999 -3.4344 2.8798
O 7.8061 -1.9818 2.5241
C 7.1039 -1.2745 3.6426
C 6.6929 0.2588 3.1178
C 5.0843 0.5746 3.2432
O 4.2474 -0.4276 2.5654
C 2.8539 -0.3414 3.0293
O 2.2702 -1.1892 3.9106
C 1.8619 0.8498 2.4336
C 1.2631 2.0829 3.3917
C 1.6313 2.1909 4.9914
C 0.3355 2.2179 5.9959
C -0.6960 0.9542 5.8369
C -1.5988 0.6062 4.4958
C -2.6446 -0.6934 4.3944
C -2.8484 -1.7091 5.6757
C -1.9824 -1.3725 7.0356
C -0.9225 -0.0840 7.1286
C 0.2797 3.1696 2.5945
S -0.4750 4.6755 3.4788
O -0.7840 5.8574 2.5295
O -1.8147 4.1891 4.0816
F 0.6634 5.2318 4.6822
N -0.0929 3.0356 1.1150
C 0.4397 1.8793 0.2466
B -0.0765 1.8530 -1.3150
O -0.7292 0.6813 -1.9871
O 0.1237 3.1271 -2.0927
C -0.8709 3.2422 -3.1704
C 1.4610 0.7292 0.8143
P 2.2205 -0.7106 -0.1835
C 1.0893 -2.2471 -0.2575
C 2.8643 -0.1737 -1.8989
H 8.9831 -3.8342 2.6828
H 7.1653 -4.0903 2.2199
H 7.6589 -3.6286 4.0295
H 7.8995 -1.1850 4.5257
H 6.1338 -1.8673 3.9632
H 7.2404 0.9973 3.8548
H 7.0974 0.4399 2.0191
H 4.7823 0.5552 4.3886
H 4.9053 1.6708 2.8088
H 2.3052 3.1115 5.2738
H 2.2681 1.2263 5.2793
H -0.2826 3.2254 5.9715
H 0.7723 2.1517 7.1051
H -1.5398 1.2759 3.5359
H -3.2731 -0.8770 3.3975
H -3.6133 -2.5877 5.5608
H -2.1568 -2.0927 7.9613
H -0.3525 0.0429 8.1533
H -0.7284 3.7669 0.6753
H -1.3730 0.2360 -1.3306
H -0.8023 4.3498 -3.6096
H -1.9419 3.1245 -2.7136
H -0.6729 2.5307 -4.0872
H 1.2815 -2.8552 0.7517
H -0.0574 -2.0216 -0.3237
H 1.4948 -2.9483 -1.1200
H 1.9881 -0.1623 -2.6808
H 3.3691 0.9077 -1.9099
H 3.6389 -1.0072 -2.2473
F -2.9234 -0.1107 -0.3413
C -4.2580 0.0015 -0.3704
C -5.0285 -1.0928 -0.7479
C -6.4184 -0.9780 -0.7733
C -7.0223 0.2344 -0.4311
C -6.2400 1.3285 -0.0585
C -4.8509 1.2101 -0.0224
H -4.5415 -2.0240 -1.0184
H -7.0301 -1.8300 -1.0595
H -8.1062 0.3248 -0.4554
H -6.7121 2.2724 0.2035
H -4.2281 2.0477 0.2736
F 1.9151 1.0638 -7.7170
C 2.3512 2.1938 -7.1446
C 2.1539 2.3911 -5.7823
C 2.6123 3.5652 -5.1849
C 3.2539 4.5348 -5.9595
C 3.4427 4.3297 -7.3271
C 2.9942 3.1507 -7.9219
H 1.6460 1.6305 -5.1982
H 2.4699 3.7256 -4.1191
H 3.6073 5.4524 -5.4940
H 3.9387 5.0876 -7.9287
H 3.1405 2.9711 -8.9818
F 9.2478 1.2108 3.6923
C 10.2134 1.1186 2.7682
C 11.2445 2.0515 2.7606
C 12.2528 1.9528 1.8018
C 12.2127 0.9276 0.8536
C 11.1707 -0.0010 0.8664
C 10.1688 0.0914 1.8321
H 11.2546 2.8458 3.4997
H 13.0675 2.6725 1.7922
H 12.9969 0.8536 0.1032
H 11.1394 -0.7956 0.1248
H 9.3564 -0.6271 1.8621
F -4.8522 -2.1382 -3.1465
C -3.8866 -2.2304 -4.0706
C -2.8555 -1.2975 -4.0782
C -1.8472 -1.3962 -5.0369
C -1.8873 -2.4214 -5.9852
C -2.9293 -3.3499 -5.9724
C -3.9312 -3.2576 -5.0067
H -2.8454 -0.5032 -3.3390
H -1.0325 -0.6764 -5.0466
H -1.1031 -2.4954 -6.7356
H -2.9606 -4.1446 -6.7140
H -4.7436 -3.9760 -4.9767
F -9.2163 2.1465 0.3516
C -10.5509 2.2586 0.3225
C -11.3214 1.1643 -0.0550
C -12.7113 1.2791 -0.0804
C -13.3152 2.4915 0.2618
C -12.5329 3.5857 0.6344
C -11.1438 3.4672 0.6705
H -10.8344 0.2332 -0.3255
H -13.3230 0.4271 -0.3666
H -14.3991 2.5820 0.2375
H -13.0050 4.5295 0.8964
H -10.5210 4.3049 0.9665
F -2.8326 -6.6064 -5.1480
C -2.5678 -6.9086 -3.8700
C -3.0019 -8.1230 -3.3500
C -2.7219 -8.4403 -2.0209
C -2.0197 -7.5339 -1.2228
C -1.5927 -6.3153 -1.7525
C -1.8630 -6.0032 -3.0846
H -3.5532 -8.8110 -3.9826
H -3.0501 -9.3905 -1.6070
H -1.8055 -7.7798 -0.1849
H -1.0499 -5.6096 -1.1282
H -1.5307 -5.0644 -3.5151

Atoms 1-2, force components in eV/Å:
C 0.1 -0.8 0.2
O -1.4 -1.4 2.3

Results
F_max = 9.44 eV/Å
2S+1 = 1
Kohn-Sham gap = 4.92 eV
charge = +1
E = -115682.078 eV

Mulliken population analysis, charges in e, atoms 1 to 5: -0.698 -0.361 -0.424 -0.518 -0.373

***

Record 2
Computed, not measured: 6 unconnected molecules or ions with the total composition C57H60F5I2N6O10S in a non-equilibrium geometry, with wB97M-V/def2-TZVPD.

CARTESIAN COORDINATES (ANGSTROEM)
C -0.9179 5.2963 3.0585
C -1.1893 5.6405 1.5255
O -1.7229 4.4662 0.9150
C -0.6649 3.6229 0.3942
C -1.3171 2.4734 -0.5015
O -1.4622 1.2053 -0.0343
C -0.8303 0.0269 0.2452
N -0.6524 -0.0617 1.6997
C 0.5155 -0.2379 2.4959
C 1.0970 -1.5058 3.2334
O 1.0794 0.7743 2.8998
C -1.6097 0.6124 2.5707
C -2.6589 -0.1568 3.4797
O -1.6410 1.8049 2.7785
C -2.0298 -1.0383 -0.0565
C -3.4970 -0.6529 0.0820
C -4.2047 0.4909 0.6138
C -5.6440 0.6948 0.6468
C -6.5167 -0.3360 0.0795
C -5.8563 -1.4884 -0.5220
C -4.4223 -1.6542 -0.5265
S -1.4786 -2.6010 0.7190
O -2.3614 -3.7183 0.3076
O -1.7022 -2.6814 2.1848
O 0.0740 -2.7015 0.4431
C 0.7618 -1.9727 -0.6604
C 2.2069 -2.4601 -0.1485
C 3.4387 -2.3322 -1.0577
O 3.8358 -3.6803 -1.4939
C 0.4316 -2.8803 -1.8960
F 1.4253 -3.0079 -2.8930
F -0.6690 -2.5242 -2.7166
C 0.0823 -4.4049 -1.6687
C -1.2251 -4.9839 -2.0680
C -1.5822 -6.3775 -1.9313
C -0.6451 -7.3520 -1.3849
C 0.6660 -6.8460 -1.0395
C 1.7020 -7.8831 -0.4941
F 1.0725 -9.1187 -0.3632
F 2.7719 -8.0627 -1.3190
F 2.0822 -7.5574 0.7965
C 0.9962 -5.4270 -1.1933
C 0.5000 -0.3967 -0.6619
C 0.1787 -0.0286 -2.1953
O -0.9255 0.3534 -2.6247
O 1.0423 -0.2996 -3.1505
C 1.5174 0.7566 -0.3117
I 3.4904 0.5365 0.6998
C 1.9896 1.8134 -1.4752
C 3.2653 1.3945 -2.2885
I 2.8320 3.4852 -0.2243
H -0.8134 6.2462 3.6366
H -1.7650 4.6449 3.3863
H 0.0242 4.6772 3.0890
H -1.9396 6.4733 1.4064
H -0.2362 5.9873 1.0475
H -0.0358 4.3024 -0.2444
H -0.0252 3.2008 1.2132
H -0.8132 2.6082 -1.5057
H -2.3399 2.9195 -0.7135
H 2.2097 -1.4436 3.0725
H 0.7768 -2.4865 2.8220
H 0.9731 -1.4287 4.3457
H -3.2311 0.5301 4.1389
H -3.3058 -0.8341 2.8590
H -2.0661 -0.8500 4.1429
H -1.9451 -1.2618 -1.1689
H -3.5738 1.3143 1.0205
H -6.0963 1.6051 1.0870
H -7.6203 -0.2258 0.0823
H -6.4885 -2.2888 -0.9882
H -4.0379 -2.5732 -1.0372
H 2.2876 -2.0071 0.8800
H 2.1883 -3.5460 0.1612
H 3.3177 -1.7511 -2.0075
H 4.3759 -1.9351 -0.5725
H 4.2200 -3.5909 -2.3787
H -2.0433 -4.3537 -2.4973
H -2.5938 -6.7457 -2.2377
H -0.9956 -8.4001 -1.2726
H 2.0486 -5.1849 -0.9338
H 1.0662 1.4695 0.4494
H 1.1907 2.3570 -2.0033
H 3.1005 1.7569 -3.3474
H 3.4306 0.2975 -2.3755
H 4.2272 1.8558 -1.9648
N 3.3701 -1.6060 5.1874
C 3.3081 -1.0203 6.3873
C 4.0620 -1.4184 7.4805
C 4.9284 -2.4883 7.3241
C 5.0091 -3.1134 6.0902
C 4.2141 -2.6347 5.0605
H 2.6134 -0.1896 6.4608
H 3.9723 -0.9044 8.4287
H 5.5344 -2.8312 8.1547
H 5.6736 -3.9524 5.9298
H 4.2446 -3.0891 4.0749
N 5.3825 6.2241 1.0213
C 6.0654 7.3647 1.1607
C 7.4418 7.4610 1.0260
C 8.1543 6.3082 0.7335
C 7.4693 5.1135 0.5868
C 6.0917 5.1256 0.7380
H 5.4649 8.2385 1.3921
H 7.9424 8.4131 1.1468
H 9.2316 6.3412 0.6206
H 7.9908 4.1942 0.3586
H 5.5111 4.2157 0.6279
N -6.6620 -4.9713 -2.7536
C -6.6832 -6.2238 -2.2869
C -6.2773 -7.3277 -3.0205
C -5.8262 -7.1244 -4.3149
C -5.7963 -5.8353 -4.8219
C -6.2210 -4.7998 -4.0041
H -7.0465 -6.3326 -1.2705
H -6.3138 -8.3198 -2.5896
H -5.5009 -7.9615 -4.9218
H -5.4506 -5.6372 -5.8280
H -6.2123 -3.7731 -4.3548
N -8.8815 2.5896 0.9828
C -9.6529 2.4218 -0.0963
C -9.7347 3.3340 -1.1364
C -8.9766 4.4906 -1.0547
C -8.1703 4.6889 0.0540
C -8.1578 3.7129 1.0377
H -10.2299 1.5030 -0.1139
H -10.3753 3.1434 -1.9876
H -9.0132 5.2292 -1.8468
H -7.5641 5.5797 0.1534
H -7.5392 3.8216 1.9227
N 7.8715 4.7276 -2.6519
C 8.3364 4.0943 -3.7344
C 7.6649 4.0411 -4.9452
C 6.4373 4.6772 -5.0423
C 5.9331 5.3385 -3.9346
C 6.6858 5.3355 -2.7707
H 9.2986 3.6085 -3.6087
H 8.0911 3.5150 -5.7895
H 5.8798 4.6573 -5.9715
H 4.9780 5.8456 -3.9718
H 6.3340 5.8424 -1.8783

Atoms 1-2, force components in eV/Å:
C 0.2 0.0 -1.4
C -0.1 0.0 1.3

Results
F_max = 7.89 eV/Å
2S+1 = 1
Kohn-Sham gap = 7.37 eV
charge = -1
E = -130112.574 eV

Mulliken population analysis, charges in e, atoms 1 to 5: -0.807 -0.284 -0.406 -0.326 -0.454